DFT (ωB97M-V/def2-TZVPD) results for 2 unconnected molecules or ions with the total composition C4H9N3.

Calculated values
Relative energy (zero: lowest compared OMol25 entry of this formula, charge and spin) (kJ/mol): 560.89
Spin multiplicity: 1
Total charge: 0
Frontier orbital gap (alpha / beta) (eV): 6.16 / 3.83
E (eV): -8758.7118

Atoms and positions in Å:
N: -2.614 0.582 0.009
H: -0.705 -2.416 0.215
H: -3.180 0.369 0.850
C: -0.233 -0.716 -1.468
H: 2.556 -0.007 -0.313
C: 0.024 -0.573 -0.064
H: -0.345 -1.622 1.691
H: -3.101 0.266 -0.881
H: 2.212 1.411 -0.961
N: -0.118 -1.677 0.695
H: 0.108 1.697 0.165
H: 0.679 0.709 1.577
N: -0.472 -0.991 -2.555
C: 0.641 0.718 0.449
H: 2.512 1.418 0.632
C: 2.036 0.833 -0.042


DFT (ωB97M-V/def2-TZVPD) results for a molecular structure, C22H17Cl2CoF9GeO.

Calculated values
Relative energy (zero: lowest compared OMol25 entry of this formula, charge and spin) (kJ/mol): 38.23
Spin multiplicity: 3
<S²>: 2.01
Total charge: +1
Frontier orbital gap (alpha / beta) (eV): 8.53 / 8.42
E (eV): -168777.8503

Atoms and positions in Å:
C: -1.693 -2.647 1.043
C: -0.346 1.785 0.340
C: 2.515 -2.176 3.455
C: 0.731 2.232 1.062
Co: 1.056 -1.728 0.955
C: -0.292 1.429 -2.952
C: -4.075 2.148 0.396
C: -3.155 3.302 2.295
H: -2.734 -4.424 0.439
F: 0.981 -1.627 -3.121
H: 1.734 1.945 0.766
C: 2.543 -0.741 -1.545
C: -2.372 -3.113 -1.215
F: 4.272 -0.126 -0.039
C: -4.242 2.901 1.574
H: -1.720 -2.890 2.098
C: -1.125 -1.446 0.621
H: -5.242 3.155 1.901
H: 1.420 3.401 2.735
C: 3.771 -1.177 -0.683
H: -1.865 -1.633 -2.684
H: 0.585 2.051 -3.108
F: 4.728 -1.768 -1.377
H: -0.846 4.031 3.466
C: -1.160 -1.092 -0.733
C: 0.551 3.055 2.190
H: -1.168 2.076 -2.879
C: -2.823 1.788 -0.014
Ge: -0.188 0.570 -1.191
C: -2.295 -3.489 0.117
H: -2.889 -3.746 -1.924
H: -3.282 3.885 3.199
H: 3.561 -2.377 3.258
C: -0.705 3.406 2.592
O: 1.573 -0.241 -0.684
F: 2.940 -2.528 -3.129
Cl: 1.518 -3.371 2.595
Cl: 2.080 -0.585 2.792
F: 3.375 -2.075 0.269
F: 2.887 1.574 -1.931
H: -0.410 0.732 -3.776
C: -1.845 2.967 1.879
F: 1.570 -2.929 -1.506
F: 2.361 0.405 -3.671
H: 2.290 -2.198 4.515
C: 2.022 -1.973 -2.356
C: 3.051 0.385 -2.522
C: -1.807 -1.915 -1.640
C: -1.669 2.168 0.716
H: -2.714 1.200 -0.920
F: 4.337 0.249 -2.836
H: -4.941 1.854 -0.183
H: -0.851 -0.679 1.355


DFT (ωB97M-V/def2-TZVPD) results for C4H5NO in the gas phase.

Calculated values
SMILES string: N#C[C@@H]1C[C@@H]1O
Relative energy (zero: lowest compared OMol25 entry of this formula, charge and spin) (kJ/mol): 316.24
Spin multiplicity: 1
Total charge: 0
Frontier orbital gap (eV): 10.31
E (eV): -7763.2489

Atoms and positions in Å:
H: -0.679 1.387 -0.563
H: -1.315 0.025 -1.655
H: 1.099 -0.593 -1.571
H: 0.915 -1.097 1.187
C: -0.892 -0.240 -0.679
O: 0.974 -1.436 0.281
H: -1.544 -0.704 0.039
C: 0.297 1.065 1.291
C: 0.195 0.889 -0.126
N: 0.399 1.194 2.440
C: 0.551 -0.490 -0.643


DFT (ωB97M-V/def2-TZVPD) results for 2 unconnected molecules or ions with the total composition C4H6N2OS.

Calculated values
Relative energy (zero: lowest compared OMol25 entry of this formula, charge and spin) (kJ/mol): 204.87
Spin multiplicity: 3
<S²>: 2.03
Total charge: 0
Frontier orbital gap (alpha / beta) (eV): 6.33 / 7.27
E (eV): -20102.4376

Atoms and positions in Å:
O: -0.713 -2.034 0.279
C: 0.694 -0.748 -0.971
H: 2.228 0.617 -1.858
S: -3.150 1.025 0.243
N: 1.057 0.872 1.175
H: -3.894 0.025 0.659
H: -2.434 0.058 -0.383
C: 0.242 -0.159 1.208
H: 0.446 -1.399 -1.835
H: -0.467 -0.323 1.988
N: 0.080 -0.999 0.175
H: 2.445 1.835 0.146
C: 1.792 0.985 0.164
C: 1.675 0.247 -0.991


DFT (ωB97M-V/def2-TZVPD) results for 2 unconnected molecules or ions with the total composition CF5N.

Calculated values
Relative energy (zero: lowest compared OMol25 entry of this formula, charge and spin) (kJ/mol): 268.35
Spin multiplicity: 1
Total charge: 0
Frontier orbital gap (alpha / beta) (eV): 8.85 / 10.87
E (eV): -16108.0203

Atoms and positions in Å:
F: -1.181 0.325 1.129
F: 1.361 -0.024 1.107
N: 1.571 0.417 -0.136
F: 2.080 -0.612 -0.875
F: -1.680 0.926 -0.994
F: -1.038 -1.057 -0.460
C: -0.995 0.213 -0.164


DFT (ωB97M-V/def2-TZVPD) results for C3H6O2S in the gas phase.

Calculated values
SMILES string: COC(=S)CO
Relative energy (zero: lowest compared OMol25 entry of this formula, charge and spin) (kJ/mol): 171.09
Spin multiplicity: 1
Total charge: 0
Frontier orbital gap (eV): 9.33
E (eV): -18137.1743

Atoms and positions in Å:
H: -0.894 2.882 0.245
O: -0.088 1.083 -0.212
O: 2.314 0.341 0.138
H: 1.738 -1.396 -0.913
C: -1.212 1.812 0.091
H: 1.600 -1.333 0.899
H: -1.912 1.751 -0.705
H: 1.793 1.074 -0.202
S: -1.240 -1.285 0.033
C: 0.013 -0.276 -0.126
C: 1.450 -0.756 -0.013
H: -1.803 1.501 1.035


DFT (ωB97M-V/def2-TZVPD) results for a molecular structure, C13H10.

Calculated values
Relative energy (zero: lowest compared OMol25 entry of this formula, charge and spin) (kJ/mol): 509.20
Spin multiplicity: 1
Total charge: 0
Frontier orbital gap (eV): 8.40
E (eV): -13637.3690

Atoms and positions in Å:
H: 5.809 -0.793 -0.823
C: -4.049 0.068 0.289
C: -2.208 -1.577 -0.282
C: 3.759 -0.127 0.169
C: -3.115 0.957 0.036
C: -1.765 0.784 -0.385
H: -0.977 2.881 -0.143
C: 2.538 -0.063 -0.086
C: -0.752 1.838 -0.132
H: 1.223 2.109 -0.116
C: -3.570 -1.195 0.139
H: -1.755 -2.492 0.095
C: 5.344 -0.390 0.204
H: 5.881 0.715 0.268
H: -5.070 0.363 0.753
H: -3.472 2.008 0.292
C: 0.211 -0.950 -0.537
C: -1.268 -0.486 -0.501
H: 5.506 -0.952 1.075
C: 0.580 1.356 -0.243
H: 0.376 -1.935 -0.599
C: 1.079 0.042 -0.260
H: -4.303 -2.161 0.786


DFT (ωB97M-V/def2-TZVPD) results for 9 unconnected molecules or ions with the total composition C24H69N3O12.

Calculated values
SMILES string: COCCNCCOC.COCCNCCOC.COCCNCCOC.CO.CO.CO.CO.CO.CO
Relative energy (zero: lowest compared OMol25 entry of this formula, charge and spin) (kJ/mol): 21.62
Spin multiplicity: 1
Total charge: 0
Frontier orbital gap (eV): 8.54
E (eV): -55040.1608

Atoms and positions in Å:
C: 0.904 -5.901 -3.583
H: 2.004 4.167 2.496
H: -1.950 5.613 -0.502
H: 1.517 3.230 3.940
H: -4.536 4.035 2.854
H: -0.534 4.874 2.062
O: 2.921 1.084 -1.221
H: -3.403 -1.944 -1.172
C: 1.914 2.135 -1.103
N: 4.645 -0.146 0.950
H: -3.191 -1.202 2.663
O: 2.776 2.295 2.435
C: 0.159 -4.617 -3.355
H: 2.394 -7.725 -4.877
H: 0.946 1.660 -1.380
H: -3.277 0.971 3.387
H: -2.028 -4.146 1.762
H: 0.719 -8.213 -4.695
C: 1.685 -0.540 -4.328
O: -0.624 -3.756 3.243
C: -3.174 3.361 -0.509
O: 0.754 -1.493 -3.798
H: 1.572 -0.613 -5.392
H: -4.393 -4.079 -1.614
H: -0.364 -4.489 1.368
H: 4.025 2.384 -0.111
H: -2.750 5.583 1.074
H: 2.739 -1.641 4.822
H: 0.825 2.971 2.310
H: -2.679 2.947 1.961
C: -1.900 5.153 0.508
H: 3.696 -1.898 0.315
H: 1.294 -7.686 -6.275
H: 2.414 -2.148 2.233
O: 0.514 5.113 0.358
C: 5.022 0.416 -0.296
H: 2.198 2.978 -1.758
C: -3.801 3.583 3.509
H: -1.010 -2.868 1.243
C: -3.181 1.873 -0.759
H: -0.946 1.226 -3.163
C: -0.264 -0.031 1.342
C: -0.608 5.516 1.174
H: 1.667 6.774 0.124
C: -3.883 -2.565 -0.409
H: 4.672 0.554 1.695
H: -3.337 -2.462 0.526
H: 1.531 5.705 -1.286
H: 0.725 -3.914 -3.963
H: -1.486 0.179 -0.147
H: 5.054 -0.387 -1.038
H: 1.959 -5.824 -3.268
C: -0.034 -2.717 -1.848
H: -0.543 6.591 1.390
H: 1.188 -1.428 3.921
H: 2.620 -0.439 0.536
H: -4.871 -2.176 -0.132
H: 2.709 1.419 2.840
C: -1.903 1.636 -2.795
O: 2.841 -0.474 3.161
O: -3.014 2.656 2.815
H: -0.459 -4.629 -1.403
O: 0.892 -6.195 -4.993
H: -0.624 0.751 2.025
C: 0.962 6.163 -0.471
H: -0.857 -4.716 -3.754
H: -0.062 -2.542 -0.788
H: -2.258 -1.247 4.178
H: -3.942 -1.723 4.154
H: -1.111 -3.153 3.832
O: -1.929 1.519 -1.373
H: -3.120 4.331 3.949
N: -2.059 3.704 0.417
H: 1.083 -0.946 -1.757
H: 0.132 -0.862 1.925
H: 2.724 -0.809 -4.142
N: 0.191 -4.159 -2.025
H: -3.083 3.813 -1.514
C: 1.736 3.187 2.854
C: 3.463 -0.997 0.908
C: -3.224 -0.989 3.754
H: -3.100 1.322 0.194
C: 3.249 -1.540 2.290
O: -3.893 -3.951 -0.827
H: 0.160 6.844 -0.756
H: -1.267 3.347 -0.125
O: -1.241 -0.550 0.443
H: -0.945 -2.372 -2.321
C: 1.356 -7.509 -5.219
C: 4.172 1.582 -0.839
H: 0.525 0.433 0.762
H: -4.015 1.574 -1.423
H: -4.364 3.016 4.239
H: 0.437 -6.728 -3.055
H: 1.548 0.427 -3.823
H: -4.118 3.689 -0.106
C: -1.024 -3.768 1.843
H: 4.692 2.107 -1.683
C: 1.018 -1.808 -2.411
H: -2.697 1.179 -3.347
O: -3.754 0.302 3.930
H: 1.837 -0.042 4.901
H: 6.040 0.836 -0.156
H: 4.155 -1.973 2.618
H: 1.754 2.478 -0.063
H: -1.950 2.701 -2.922
H: 1.973 -2.328 -2.437
C: 2.086 -0.929 4.280


DFT (ωB97M-V/def2-TZVPD) results for a molecular structure, C7H16CaFO4.

Calculated values
Spin multiplicity: 1
Total charge: +1
Frontier orbital gap (eV): 3.29
E (eV): -36854.3711

Atoms and positions in Å:
H: 0.381 3.898 0.147
O: 1.071 -0.557 0.707
H: -0.241 -1.128 3.495
H: 0.754 3.956 -1.606
C: -0.384 0.228 -2.179
H: 1.966 -0.750 2.586
H: -1.677 1.970 -2.243
C: -0.610 1.720 -2.156
F: 0.829 -4.754 -1.899
H: -1.496 -2.240 -0.587
H: -0.886 -0.218 -3.047
H: -0.950 4.117 -1.042
O: -0.933 -0.283 -0.965
C: -0.006 -1.516 0.804
H: 2.672 -1.738 1.265
H: 0.292 -2.486 1.277
C: 0.021 3.639 -0.854
H: 0.149 -2.043 -1.282
H: 0.691 -0.002 -2.217
C: 2.226 -0.770 1.520
H: -1.935 -0.554 3.351
H: 2.925 0.040 1.288
C: -0.590 -1.623 -0.590
H: -1.529 -2.257 2.952
C: -1.176 -1.220 2.930
Ca: -0.402 0.977 0.652
O: -0.121 2.219 -0.902
H: -0.055 2.191 -2.977
O: -0.987 -0.816 1.571


DFT (ωB97M-V/def2-TZVPD) results for CH2F2N2 in the gas phase.

Calculated values
SMILES string: [H]/N=C(\F)NF
Relative energy (zero: lowest compared OMol25 entry of this formula, charge and spin) (kJ/mol): 469.66
Spin multiplicity: 1
Total charge: 0
Frontier orbital gap (alpha / beta) (eV): 9.23 / 9.23
E (eV): -9478.7488

Atoms and positions in Å:
H: -1.572 1.559 0.007
C: -0.369 -0.212 -0.069
F: 1.716 0.385 -0.165
F: -1.402 -1.023 -0.146
H: 1.276 -1.502 0.269
N: -0.511 1.462 0.006
N: 0.863 -0.669 0.098


DFT (ωB97M-V/def2-TZVPD) results for 2 unconnected molecules or ions with the total composition C4H9FN.

Calculated values
Relative energy (zero: lowest compared OMol25 entry of this formula, charge and spin) (kJ/mol): 386.58
Spin multiplicity: 1
Total charge: +1
Frontier orbital gap (eV): 10.79
E (eV): -8490.7506

Atoms and positions in Å:
N: 1.308 -0.009 -0.164
H: 2.551 0.756 1.400
H: 1.303 -0.931 0.373
H: -2.142 -2.206 -0.700
F: -2.080 0.923 0.517
C: -1.724 -0.263 0.006
H: 1.535 1.909 0.561
H: 0.017 1.112 -1.477
H: 0.879 0.842 1.760
H: 0.111 -0.562 -1.906
C: -2.410 -1.348 -0.153
C: 1.539 0.907 0.935
H: 2.233 0.021 -0.628
C: 0.164 0.077 -1.024
H: -3.285 -1.229 0.501


DFT (ωB97M-V/def2-TZVPD) results for C2H3Br3O2Si in the gas phase.

Calculated values
SMILES string: CC(=O)O[Si](Br)(Br)Br
Spin multiplicity: 1
Total charge: 0
Frontier orbital gap (eV): 10.69
E (eV): -224226.8157

Atoms and positions in Å:
C: 0.262 0.862 1.662
O: 0.460 -0.525 -0.479
Br: 0.575 -0.705 -3.632
Si: -0.631 -0.814 -1.810
Br: -2.056 0.840 -1.675
C: 1.135 -0.087 0.835
H: 0.161 1.843 1.170
O: 2.273 -0.391 1.093
Br: -1.873 -2.603 -1.407
H: 0.533 0.850 2.658
H: -0.839 0.729 1.585


DFT (ωB97M-V/def2-TZVPD) results for a molecular structure, C6H5Cl2NO3ScTl.

Calculated values
Relative energy (zero: lowest compared OMol25 entry of this formula, charge and spin) (kJ/mol): 1.34
Spin multiplicity: 1
Total charge: +4
Frontier orbital gap (alpha / beta) (eV): 5.02 / 2.95
E (eV): -64323.5423

Atoms and positions in Å:
C: -1.922 2.245 -2.900
Sc: 1.323 0.813 -0.268
C: 2.629 -2.275 2.994
C: 2.523 -3.745 2.531
C: -3.624 2.948 -0.003
O: -1.502 -0.852 -0.783
C: -0.407 -0.495 -0.622
Cl: 2.078 0.664 -2.382
Cl: -0.541 2.449 0.167
H: 3.661 -2.051 3.328
C: 2.283 -1.347 1.956
N: 2.016 -0.558 1.138
O: -1.893 1.159 -3.259
H: 1.483 -3.996 2.304
Tl: -1.728 4.624 -1.379
O: -4.035 2.079 0.609
H: 2.904 -4.420 3.304
H: 1.957 -2.094 3.856
H: 3.100 -3.903 1.613


DFT (ωB97M-V/def2-TZVPD) results for 2 unconnected molecules or ions with the total composition C16H23N3O5S2.

Calculated values
SMILES string: NCC1=CC(=O)C(CCCSC(=S)N2CCOCC2)=CC1=O.C[N+](=O)[O-]
Spin multiplicity: 1
Total charge: 0
Frontier orbital gap (eV): 7.61
E (eV): -53336.6379

Atoms and positions in Å:
C: 3.293 -0.546 0.122
C: -3.923 0.842 1.216
H: 1.563 -0.614 2.152
C: 2.205 1.594 0.238
C: 3.074 -4.120 -4.908
H: -2.818 3.804 3.375
H: 1.600 1.191 -0.601
S: 2.322 -2.078 0.022
C: -1.844 -1.891 -0.716
H: 2.954 2.262 -0.237
C: -1.968 0.581 -0.936
H: 1.288 3.520 0.748
H: -2.379 3.768 1.266
H: -2.503 -2.660 -0.268
N: -3.391 3.063 2.969
H: -4.400 0.817 2.207
C: -0.497 -1.907 0.089
O: 2.383 -3.971 -2.712
H: 0.653 1.186 3.082
H: -0.480 -1.062 0.809
C: -2.533 -0.534 -0.473
H: 0.771 -0.603 -1.049
N: 2.268 -3.497 -3.823
H: 0.658 -2.196 -1.811
C: 2.365 0.145 2.237
H: 4.121 -4.027 -4.631
O: -2.790 2.784 -1.414
C: -2.706 1.885 -0.642
H: 0.275 2.148 1.228
C: 1.760 1.348 3.054
H: -0.367 -2.818 0.702
C: 0.747 -1.690 -0.837
O: 1.551 -2.558 -4.123
H: -2.843 2.216 3.137
H: 2.778 -5.163 -4.977
C: -3.377 1.955 0.741
H: 2.088 1.318 4.106
C: 1.332 2.490 1.154
H: 2.871 -3.598 -5.836
H: -4.145 3.982 1.155
C: -3.358 3.287 1.498
H: -1.714 -2.110 -1.788
N: 2.975 0.557 0.963
C: -3.841 -0.399 0.322
H: -1.026 0.554 -1.496
O: 1.953 2.615 2.433
H: 3.174 -0.282 2.866
O: -4.721 -1.183 0.230
S: 4.607 -0.405 -0.844


DFT (ωB97M-V/def2-TZVPD) results for 2 unconnected molecules or ions with the total composition C3H10N5.

Calculated values
Relative energy (zero: lowest compared OMol25 entry of this formula, charge and spin) (kJ/mol): 219.73
Spin multiplicity: 3
<S²>: 2.06
Total charge: +1
Frontier orbital gap (alpha / beta) (eV): 6.80 / 8.23
E (eV): -10709.6885

Atoms and positions in Å:
H: 1.058 0.068 -1.974
N: 1.865 0.192 -0.028
C: -2.409 -1.811 0.874
C: -1.535 0.894 0.335
H: -1.501 -2.024 0.341
H: -3.504 1.391 0.439
N: -2.615 1.621 -0.010
H: 2.385 -1.043 -1.746
N: 2.888 -0.227 0.776
N: 0.769 0.459 0.633
H: 2.881 0.330 1.599
H: -2.644 2.445 -0.561
C: 1.973 -0.115 -1.506
H: -3.307 -1.463 0.306
H: 3.753 -0.147 0.269
N: -0.338 0.857 0.093
H: 2.695 0.654 -1.788
H: -2.416 -2.080 1.948


DFT (ωB97M-V/def2-TZVPD) results for C6H6 in the gas phase.

Calculated values
SMILES string: C#CC#CCC
Relative energy (zero: lowest compared OMol25 entry of this formula, charge and spin) (kJ/mol): 370.15
Spin multiplicity: 1
Total charge: 0
Frontier orbital gap (eV): 10.15
E (eV): -6315.3639

Atoms and positions in Å:
C: -2.507 -0.505 -0.987
C: 1.879 -0.192 0.852
C: -3.660 -0.841 -0.896
H: 2.929 0.090 0.965
C: -1.218 -0.071 -0.834
H: -4.506 -0.965 -0.275
C: -0.151 0.350 -0.464
H: 1.078 1.786 0.418
C: 1.169 0.807 -0.067
H: 1.415 -0.215 1.843
H: 1.832 -1.201 0.434
H: 1.740 0.957 -0.989